{
  "formula": "C45H107CaN4O17S5",
  "method": "ωB97M-V with the def2-TZVPD basis set",
  "e_homo_ha": -0.3370,
  "total_charge": 1,
  "species": ["Ca", "C", "C", "C", "O", "H", "H", "H", "H", "H", "H", "H", "C", "C", "C", "O", "H", "H", "H", "H", "H", "H", "H", "H", "C", "C", "C", "O", "H", "H", "H", "H", "H", "H", "H", "H", "C", "C", "C", "O", "C", "N", "H", "H", "H", "H", "H", "H", "H", "H", "H", "H", "H", "C", "C", "C", "O", "C", "N", "H", "H", "H", "H", "H", "H", "H", "H", "H", "H", "H", "C", "C", "C", "O", "C", "N", "H", "H", "H", "H", "H", "H", "H", "H", "H", "H", "H", "C", "C", "C", "O", "C", "N", "H", "H", "H", "H", "H", "H", "H", "H", "H", "H", "H", "C", "C", "C", "S", "O", "O", "C", "H", "H", "H", "H", "H", "H", "H", "H", "C", "C", "C", "S", "O", "O", "C", "H", "H", "H", "H", "H", "H", "H", "H", "C", "C", "C", "S", "O", "O", "C", "H", "H", "H", "H", "H", "H", "H", "H", "C", "C", "C", "S", "O", "O", "C", "H", "H", "H", "H", "H", "H", "H", "H", "C", "C", "C", "S", "O", "O", "C", "H", "H", "H", "H", "H", "H", "H", "H"],
  "coordinates": [[-28.149, -5.641, -13.931], [-24.831, -10.787, -17.000], [-25.998, -10.196, -16.154], [-26.176, -11.121, -14.924], [-25.609, -8.898, -15.713], [-24.580, -10.153, -17.850], [-25.121, -11.735, -17.453], [-23.973, -10.945, -16.348], [-26.872, -10.222, -16.804], [-25.356, -11.050, -14.210], [-26.404, -12.148, -15.210], [-27.060, -10.908, -14.323], [-26.412, -11.649, -23.142], [-27.647, -12.313, -22.495], [-28.800, -11.311, -22.273], [-27.994, -13.282, -23.423], [-26.191, -10.731, -22.598], [-26.459, -11.392, -24.200], [-25.546, -12.286, -22.965], [-27.411, -12.854, -21.579], [-29.433, -11.745, -21.499], [-29.492, -11.135, -23.097], [-28.531, -10.311, -21.933], [-28.936, -13.309, -23.605], [-24.014, -17.144, -20.685], [-24.369, -17.299, -22.198], [-23.529, -18.370, -22.868], [-25.659, -17.735, -22.306], [-24.574, -16.287, -20.310], [-22.959, -17.051, -20.425], [-24.391, -18.010, -20.143], [-24.451, -16.297, -22.618], [-22.491, -18.101, -22.673], [-23.731, -18.416, -23.938], [-23.726, -19.352, -22.438], [-26.176, -16.940, -22.451], [-29.036, -18.090, -9.502], [-28.845, -16.576, -9.605], [-27.858, -16.209, -10.748], [-26.596, -16.828, -10.845], [-25.780, -16.609, -9.682], [-30.147, -15.894, -9.829], [-29.736, -18.258, -8.683], [-28.177, -18.745, -9.361], [-29.593, -18.391, -10.389], [-28.379, -16.219, -8.686], [-27.773, -15.142, -10.951], [-28.311, -16.512, -11.692], [-26.248, -16.785, -8.714], [-25.393, -15.594, -9.777], [-24.876, -17.206, -9.807], [-29.913, -14.938, -10.053], [-30.691, -15.920, -8.978], [-23.242, -5.706, -21.120], [-21.970, -5.471, -20.297], [-20.913, -4.522, -20.979], [-20.589, -5.138, -22.214], [-19.586, -4.444, -22.861], [-22.307, -5.110, -18.927], [-24.037, -6.315, -20.690], [-23.038, -6.213, -22.064], [-23.716, -4.802, -21.501], [-21.475, -6.439, -20.223], [-20.063, -4.268, -20.345], [-21.517, -3.619, -21.072], [-18.779, -4.287, -22.145], [-19.841, -3.409, -23.090], [-19.284, -4.816, -23.840], [-22.846, -5.834, -18.474], [-21.379, -5.262, -18.561], [-27.426, -1.451, -18.382], [-28.181, -2.318, -17.434], [-28.975, -3.295, -18.260], [-29.602, -4.210, -17.324], [-30.423, -5.171, -18.018], [-27.222, -2.970, -16.542], [-26.901, -0.645, -17.869], [-28.106, -1.005, -19.108], [-26.636, -1.965, -18.931], [-28.902, -1.780, -16.819], [-28.576, -3.832, -19.121], [-29.770, -2.700, -18.709], [-31.267, -4.663, -18.486], [-30.759, -5.925, -17.306], [-29.952, -5.612, -18.896], [-26.594, -2.263, -16.189], [-26.656, -3.501, -17.188], [-18.050, -6.526, -13.921], [-18.961, -6.681, -15.121], [-18.152, -7.324, -16.281], [-17.157, -6.395, -16.715], [-16.275, -6.847, -17.785], [-20.078, -7.549, -14.682], [-18.557, -6.150, -13.032], [-17.204, -5.891, -14.186], [-17.702, -7.525, -13.659], [-19.372, -5.708, -15.391], [-18.754, -7.659, -17.126], [-17.600, -8.180, -15.894], [-15.382, -6.231, -17.679], [-16.736, -6.602, -18.742], [-16.055, -7.915, -17.784], [-20.888, -7.583, -15.284], [-20.492, -7.351, -13.782], [-21.722, -15.098, -14.144], [-21.230, -16.489, -14.156], [-19.688, -16.358, -14.218], [-19.263, -15.006, -13.050], [-18.095, -14.380, -13.658], [-19.268, -15.500, -11.662], [-20.791, -14.100, -13.408], [-22.766, -15.009, -13.843], [-21.764, -14.781, -15.186], [-21.547, -17.083, -15.013], [-21.633, -17.037, -13.305], [-19.452, -15.948, -15.200], [-19.038, -17.197, -13.970], [-20.651, -13.373, -14.208], [-21.080, -13.559, -12.507], [-18.678, -12.999, -20.696], [-19.938, -12.105, -20.776], [-19.719, -11.212, -21.935], [-18.993, -12.309, -23.199], [-17.850, -11.600, -23.852], [-20.058, -12.881, -24.032], [-18.326, -13.568, -22.077], [-18.860, -13.734, -19.913], [-17.789, -12.462, -20.366], [-20.106, -11.591, -19.829], [-20.787, -12.741, -21.026], [-18.996, -10.450, -21.644], [-20.552, -10.695, -22.413], [-17.251, -13.624, -22.244], [-18.703, -14.559, -22.333], [-34.975, -8.966, -10.635], [-35.356, -9.687, -11.978], [-34.133, -10.059, -12.892], [-32.651, -9.422, -11.924], [-31.820, -8.574, -12.790], [-32.176, -10.507, -11.114], [-33.655, -8.216, -10.867], [-34.820, -9.753, -9.897], [-35.718, -8.238, -10.308], [-36.051, -8.981, -12.432], [-35.996, -10.536, -11.735], [-34.105, -9.434, -13.784], [-33.993, -11.087, -13.227], [-33.907, -7.363, -11.498], [-32.996, -7.972, -10.034], [-33.738, -16.588, -17.978], [-32.864, -17.155, -19.089], [-31.678, -16.150, -19.303], [-31.233, -15.567, -17.649], [-31.292, -14.134, -17.505], [-30.044, -16.394, -17.183], [-32.748, -16.260, -16.931], [-34.520, -17.241, -17.589], [-34.174, -15.660, -18.349], [-33.381, -17.114, -20.048], [-32.592, -18.166, -18.789], [-32.132, -15.284, -19.785], [-30.771, -16.396, -19.854], [-33.043, -15.566, -16.144], [-32.494, -17.244, -16.538], [-26.157, -10.037, -6.576], [-26.372, -8.638, -6.056], [-25.677, -7.632, -7.012], [-25.652, -8.415, -8.710], [-24.318, -8.597, -9.218], [-26.691, -7.744, -9.512], [-26.294, -10.001, -8.155], [-26.918, -10.740, -6.237], [-25.179, -10.400, -6.258], [-25.918, -8.467, -5.080], [-27.456, -8.526, -6.021], [-24.645, -7.439, -6.719], [-26.202, -6.683, -7.115], [-25.727, -10.718, -8.749], [-27.310, -10.146, -8.522]],
  "lowdin_charge": [1.390, -0.071, -0.558, -0.091, -0.240, 0.066, 0.073, 0.073, 0.114, 0.074, 0.070, 0.055, -0.054, -0.488, -0.055, -0.057, 0.065, 0.085, 0.071, 0.130, 0.069, 0.077, 0.071, 0.086, -0.052, -0.531, -0.049, -0.046, 0.066, 0.067, 0.076, 0.134, 0.074, 0.080, 0.087, 0.093, -0.059, -0.436, -0.230, -0.182, -0.091, 0.038, 0.070, 0.080, 0.081, 0.112, 0.115, 0.126, 0.081, 0.081, 0.087, 0.059, 0.067, -0.067, -0.438, -0.182, -0.169, -0.136, 0.023, 0.069, 0.072, 0.072, 0.124, 0.122, 0.123, 0.084, 0.083, 0.096, 0.065, 0.058, -0.070, -0.457, -0.196, -0.247, -0.097, 0.031, 0.087, 0.091, 0.094, 0.146, 0.136, 0.129, 0.087, 0.082, 0.087, 0.071, 0.077, -0.074, -0.421, -0.198, -0.216, -0.073, 0.021, 0.075, 0.080, 0.084, 0.127, 0.115, 0.119, 0.086, 0.075, 0.083, 0.057, 0.061, -0.246, -0.236, -0.205, 0.706, -0.350, -0.334, -0.206, 0.118, 0.111, 0.116, 0.117, 0.102, 0.106, 0.099, 0.101, -0.217, -0.240, -0.245, 0.731, -0.363, -0.341, -0.214, 0.112, 0.115, 0.120, 0.119, 0.108, 0.109, 0.100, 0.104, -0.220, -0.197, -0.172, 0.700, -0.405, -0.318, -0.204, 0.109, 0.112, 0.103, 0.107, 0.085, 0.100, 0.097, 0.099, -0.241, -0.199, -0.211, 0.724, -0.340, -0.370, -0.262, 0.126, 0.118, 0.113, 0.121, 0.096, 0.105, 0.108, 0.110, -0.199, -0.221, -0.191, 0.687, -0.322, -0.394, -0.213, 0.112, 0.117, 0.117, 0.117, 0.099, 0.092, 0.097, 0.099]
}